Entry 1:
DFT (ωB97M-V/def2-TZVPD) results for an isolated molecule of C5H9NO4 at a distorted geometry.

As for the SMILES: CCC(=O)[C@](N)(O)C(=O)O. The electronic energy is -15009.8500 eV. Its energy relative to the best compared isomer or geometry (same formula, charge and spin) is 55.2 kcal per mole. As for the charge: 0. Its lowest unoccupied orbital energy is 0.4 eV. For the highest occupied orbital energy, the calculation gives -0.3638 Ha.

Structure (XYZ):
```
19
Properties=species:S:1:pos:R:3:forces:R:3
C 0.4469 -1.6979 -0.5351 -2.63 -0.09 -0.49
C -0.4078 -0.7244 0.3246 2.63 -0.92 1.05
C -0.9995 0.3035 -0.4602 -1.16 2.58 -2.10
O -2.1609 0.3172 -0.8016 0.17 0.32 0.09
C -0.0773 1.5199 -1.0053 -1.64 -2.07 -0.43
N 0.9922 1.8040 -0.0835 0.68 2.50 -0.45
O -0.8589 2.6599 -1.3285 0.63 -1.27 0.03
C 0.6532 0.6969 -2.2638 -0.24 0.61 -1.47
O 0.2898 0.2933 -3.3594 -0.76 1.27 2.45
O 1.8811 0.4171 -1.8961 1.80 -0.17 -0.70
H -0.2266 -2.0915 -1.3248 0.55 0.02 0.33
H 0.8615 -2.5035 0.0033 0.18 -0.89 0.97
H 1.2170 -1.1791 -0.9758 1.59 0.58 -0.94
H -1.2275 -1.3512 0.7002 0.44 0.67 1.00
H 0.3715 -0.1111 0.9370 -1.69 -1.76 0.19
H 1.3892 2.6862 -0.4936 -0.06 -0.87 0.76
H 0.7520 2.0730 0.8789 -0.51 -0.34 -0.65
H -1.7803 2.3631 -1.4659 0.37 -0.16 0.03
H 2.1261 0.8583 -1.0674 -0.34 -0.01 0.34
```
Forces are in eV/Å.

=====

Entry 2:
DFT (ωB97M-V/def2-TZVPD) results for a cluster of 2 separate species, C5H9NO4 in total at a distorted geometry.

As for the SMILES: NC(=O)C(=O)[C@H]1CCO1.O. The electronic energy is -15008.2359 eV. Its energy relative to the best compared isomer or geometry (same formula, charge and spin) is 92.4 kcal per mole. As for the charge: 0. Its lowest unoccupied orbital energy is -0.1 eV. For the highest occupied orbital energy, the calculation gives -0.3520 Ha.

Structure (XYZ):
```
19
Properties=species:S:1:pos:R:3:forces:R:3
N -1.7869 1.9491 -0.3056 -0.67 0.51 -0.20
C -0.8345 0.9557 -0.6818 2.25 2.20 0.11
O 0.0196 1.1897 -1.5451 -1.68 -0.63 1.61
C -0.4942 0.0083 0.4913 -0.51 -1.05 -0.07
O -1.0123 0.1341 1.5738 0.23 0.12 -0.66
C 0.5834 -0.9997 0.1789 0.01 0.03 -0.37
C 2.0322 -0.5083 0.3981 0.13 0.18 -0.13
C 2.1020 -1.6671 1.4020 0.20 -0.07 0.20
O 0.7189 -2.0072 1.1715 0.02 -0.07 0.11
H -1.4090 2.8733 -0.1221 0.05 -0.22 -0.48
H -2.5038 1.7339 0.3815 0.77 -0.42 0.40
H 0.3977 -1.4155 -0.8249 0.00 0.11 0.25
H 2.6785 -0.5855 -0.4809 -0.17 0.06 0.23
H 2.1157 0.4914 0.8383 -0.02 -0.24 -0.13
H 2.7699 -2.4936 1.1213 -0.15 0.19 0.08
H 2.2780 -1.3838 2.4489 -0.04 -0.10 -0.25
O -2.5296 0.1592 -1.9088 -2.15 2.84 2.42
H -2.8823 1.1588 -1.3425 1.76 -3.77 -3.14
H -2.2434 0.4073 -2.7939 -0.03 0.34 0.03
```
Forces are in eV/Å.

=====

Entry 3:
DFT (ωB97M-V/def2-TZVPD) results for a cluster of 2 separate species, C5H9NO4 in total at a distorted geometry.

As for the SMILES: O=C[C@H]1COC(=O)CN1.O. The electronic energy is -15008.4648 eV. Its energy relative to the best compared isomer or geometry (same formula, charge and spin) is 87.2 kcal per mole. As for the charge: 0. Its lowest unoccupied orbital energy is 0.4 eV. For the highest occupied orbital energy, the calculation gives -0.3501 Ha.

Structure (XYZ):
```
19
Properties=species:S:1:pos:R:3:forces:R:3
O -0.1621 -0.2522 4.2998 0.30 -0.39 -0.36
C 0.6271 -0.9820 3.7530 -0.33 0.37 0.44
C 1.8843 -0.4942 3.0737 0.13 -0.40 -0.08
C 1.8063 -0.8255 1.5765 0.38 0.49 0.12
O 2.9615 -0.3453 0.8848 1.45 1.33 0.71
C 3.8036 0.9064 1.4375 -2.44 1.87 -3.27
O 4.2079 1.6783 0.6014 -0.39 -2.49 1.74
C 3.4217 1.3491 2.8427 0.98 -0.66 0.62
N 2.1361 0.9032 3.3268 -0.12 0.04 -0.20
H 0.4707 -2.0823 3.7259 -0.01 0.14 -0.06
H 2.7122 -1.0906 3.5025 -0.13 0.20 -0.07
H 1.7503 -1.9098 1.4126 -0.06 0.19 -0.02
H 0.9324 -0.3345 1.1261 -0.03 -0.17 0.15
H 4.2240 0.9818 3.5032 -0.26 0.06 0.07
H 3.4746 2.4452 2.8798 0.01 -0.40 -0.26
H 1.3849 1.4764 2.9541 0.04 -0.09 0.11
O 5.4374 -0.7365 1.3595 -3.56 -2.30 -1.24
H 4.4509 -1.2721 1.0105 4.00 2.52 1.54
H 5.5368 -0.9780 2.2858 0.05 -0.32 0.05
```
Forces are in eV/Å.

=====

Entry 4:
DFT (ωB97M-V/def2-TZVPD) results for an isolated molecule of C5H9NOS at a distorted geometry.

The electronic energy is -19700.8833 eV. Its energy relative to the best compared isomer or geometry (same formula, charge and spin) is 78.9 kcal per mole. As for the charge: 0. Its lowest unoccupied orbital energy is 0.7 eV. For the highest occupied orbital energy, the calculation gives -0.3288 Ha.

Structure (XYZ):
```
17
Properties=species:S:1:pos:R:3:forces:R:3
C 1.0800 -0.5355 0.8100 -3.70 1.77 -0.99
C 0.7890 -1.2230 -1.4823 -2.27 -3.19 2.86
C -0.7769 -0.8875 -1.4959 3.68 0.70 2.34
C -0.2987 0.4009 0.9425 1.33 -2.27 -0.63
C 0.0733 1.7104 1.5388 1.89 -1.66 -0.68
N 1.4466 -1.1901 -0.1841 1.18 0.48 -0.33
O -2.5006 0.8747 -0.4396 -0.56 0.38 -0.37
S -1.0634 0.7734 -0.7634 0.38 -1.71 1.64
H 1.6530 -0.4747 1.6936 0.84 -0.28 1.05
H 0.9847 -2.3381 -1.7310 -0.71 1.99 -0.55
H 1.1610 -0.5601 -2.1678 1.95 1.36 -1.53
H -0.8828 -0.8358 -2.4994 -1.47 0.27 -3.18
H -1.2453 -1.6963 -1.0382 -1.48 -0.92 0.91
H -1.0325 -0.1256 1.6320 0.50 0.36 -1.37
H -0.7053 2.3403 1.5942 -2.81 2.62 -0.53
H 0.9420 2.0814 1.0629 0.60 0.98 -0.97
H 0.3758 1.6857 2.5277 0.66 -0.87 2.34
```
Forces are in eV/Å.

=====

Entry 5:
DFT (ωB97M-V/def2-TZVPD) results for a structure of composition C5H9NOS at a distorted geometry.

The electronic energy is -19702.8059 eV. Its energy relative to the best compared isomer or geometry (same formula, charge and spin) is 34.5 kcal per mole. As for the charge: 0. Its lowest unoccupied orbital energy is 0.5 eV. For the highest occupied orbital energy, the calculation gives -0.3071 Ha.

Structure (XYZ):
```
17
Properties=species:S:1:pos:R:3:forces:R:3
C 0.5987 -1.0264 0.3477 0.85 0.06 -0.42
C 0.5520 -0.5291 -1.1166 0.13 -1.59 -0.90
C -0.7295 0.2544 -1.3840 0.10 0.67 -0.42
C -0.2646 1.3135 0.8107 -0.43 -0.60 0.11
C 0.9676 0.3962 0.8275 0.50 -0.06 0.85
H -0.3966 -2.1871 1.5863 -0.22 0.75 -1.03
H 1.4684 -1.7109 0.4898 -0.59 0.47 -0.13
H 0.7471 -1.3037 -1.9297 -0.13 1.04 1.02
H -1.4970 -0.4190 -1.7680 -0.02 0.00 0.01
H -0.5182 1.0038 -2.1860 -0.17 -0.46 0.56
H -1.8507 0.2086 0.2746 0.09 0.22 -0.15
H -0.7884 1.2971 1.7753 0.28 -0.04 -0.05
H 0.0395 2.3285 0.6317 0.26 0.53 -0.10
H 1.6049 0.4626 1.7379 -0.62 0.11 -0.50
N -1.2738 0.9073 -0.1842 0.10 -0.26 0.02
O -0.5917 -1.6066 0.8104 -0.06 -0.92 1.17
S 1.9322 0.6107 -0.7235 -0.05 0.09 -0.07
```
Forces are in eV/Å.

=====

Entry 6:
DFT (ωB97M-V/def2-TZVPD) results for an isolated molecule of C5H9NOS at a distorted geometry.

As for the SMILES: CCS/C=C\C(N)=O. The electronic energy is -19703.4792 eV. Its energy relative to the best compared isomer or geometry (same formula, charge and spin) is 19.0 kcal per mole. As for the charge: 0. Its lowest unoccupied orbital energy is 0.7 eV. For the highest occupied orbital energy, the calculation gives -0.3248 Ha.

Structure (XYZ):
```
17
Properties=species:S:1:pos:R:3:forces:R:3
C -1.5466 -2.5151 -0.9133 -0.13 -0.42 -1.13
C -0.3175 -1.6547 -1.0134 0.42 -0.59 -0.40
S -0.5607 -0.2896 0.0895 0.06 0.53 0.31
C 0.8054 0.6236 -0.4558 0.89 -0.72 -1.78
C 1.4769 1.6193 0.0835 -0.10 1.14 1.11
C 1.0698 2.3344 1.3444 1.77 0.48 -0.50
N -0.1352 2.1224 1.8742 -1.58 0.40 2.15
O 1.8342 3.1419 1.8658 -0.09 -0.29 -0.28
H -1.7305 -2.8135 0.1025 -0.17 -0.09 0.49
H -1.4362 -3.4232 -1.5150 0.02 0.09 0.10
H -2.3974 -1.9702 -1.3118 -0.26 -0.01 0.15
H -0.1386 -1.2256 -2.0099 -0.29 -0.39 0.16
H 0.5721 -2.2367 -0.7373 -0.13 0.29 0.06
H 1.1905 0.2511 -1.4421 -0.34 0.26 1.04
H 2.3942 2.0175 -0.3654 -0.55 -0.18 0.09
H -0.8121 1.4214 1.5988 0.38 0.33 0.06
H -0.2682 2.5971 2.8052 0.10 -0.84 -1.64
```
Forces are in eV/Å.

=====

Entry 7:
DFT (ωB97M-V/def2-TZVPD) results for a cluster of 2 separate species, C5H9NOS in total at a distorted geometry.

As for the SMILES: CC(C)=CS.N=C=O. The electronic energy is -19703.2658 eV. Its energy relative to the best compared isomer or geometry (same formula, charge and spin) is 23.9 kcal per mole. As for the charge: 0. Its lowest unoccupied orbital energy is 0.6 eV. For the highest occupied orbital energy, the calculation gives -0.3063 Ha.

Structure (XYZ):
```
17
Properties=species:S:1:pos:R:3:forces:R:3
C -1.7296 -0.5255 -1.0191 0.30 -0.19 0.10
C -1.0577 -0.0072 0.2130 -0.01 0.13 0.16
C -1.6338 1.2689 0.7605 0.13 -0.02 0.03
C 0.0079 -0.5300 0.8093 -0.03 -0.25 -0.26
S 0.9626 -1.9413 0.3737 0.07 -0.15 0.08
H -1.6041 0.1884 -1.8326 -0.04 0.05 -0.12
H -2.7968 -0.6433 -0.8427 -0.12 -0.01 -0.01
H -1.3298 -1.4854 -1.3429 -0.10 0.06 -0.09
H -1.4039 1.3845 1.8178 -0.01 0.06 0.03
H -2.7123 1.2956 0.6279 -0.13 0.04 0.04
H -1.2061 2.1194 0.2286 -0.07 0.13 -0.06
H 0.4303 -0.0642 1.6835 0.00 0.18 0.21
H 0.2263 -2.3648 -0.6528 0.01 -0.07 -0.11
N 4.0295 -0.0970 -0.3073 0.98 -0.49 -0.14
C 3.2213 0.7648 -0.1605 0.26 -0.10 -0.09
O 2.5945 1.7270 -0.0457 -0.95 0.91 0.19
H 4.0018 -1.0899 -0.3107 -0.30 -0.29 0.04
```
Forces are in eV/Å.

=====

Entry 8:
DFT (ωB97M-V/def2-TZVPD) results for a cluster of 2 separate species, C5H9NOS in total at a distorted geometry.

The electronic energy is -19695.7545 eV. Its energy relative to the best compared isomer or geometry (same formula, charge and spin) is 197.1 kcal per mole. As for the charge: 0. Its lowest unoccupied orbital energy is -1.9 eV. For the highest occupied orbital energy, the calculation gives -0.3473 Ha.

Structure (XYZ):
```
17
Properties=species:S:1:pos:R:3:forces:R:3
C -1.0472 -1.8676 -0.2440 1.59 -1.38 -1.96
C 0.4221 -1.4135 0.3014 -0.85 -0.31 0.06
C 0.6332 0.0420 -0.0698 -3.10 -1.73 0.75
C -0.1598 2.2686 -0.5769 4.99 -0.78 1.49
C -0.2768 1.0510 0.4583 -0.62 2.70 0.47
H -1.7661 -1.6699 0.5562 -0.43 0.13 -0.87
H -1.0297 -1.2415 -1.2526 -1.06 -1.20 2.23
H -1.1939 -3.1189 -0.6852 0.87 3.91 1.82
H 0.7858 -1.5481 1.3255 -1.27 -0.32 0.26
H 1.0176 -2.0875 -0.2185 1.77 -0.54 -1.33
H -0.9764 2.3199 -1.1475 -3.64 0.94 -1.57
H 0.2848 3.2765 -0.1667 -1.04 -2.15 -0.74
H -1.3123 0.7544 0.6084 0.00 -0.18 -0.12
H 2.0764 -0.2009 1.7345 -2.38 2.61 0.70
N 1.2597 0.4501 -1.0197 3.25 0.97 -6.43
O 0.8047 1.7031 -1.6761 -0.34 -1.23 4.80
S 0.4780 1.2823 2.0727 2.28 -1.44 0.44
```
Forces are in eV/Å.

=====

Entry 9:
DFT (ωB97M-V/def2-TZVPD) results for an isolated molecule of C5H9NOS at a distorted geometry.

As for the SMILES: C[C@@H]1N[C@H]1[C@@H](S)C=O. The electronic energy is -19698.8637 eV. Its energy relative to the best compared isomer or geometry (same formula, charge and spin) is 125.4 kcal per mole. As for the charge: 0. Its lowest unoccupied orbital energy is 0.1 eV. For the highest occupied orbital energy, the calculation gives -0.3394 Ha.

Structure (XYZ):
```
17
Properties=species:S:1:pos:R:3:forces:R:3
C -2.2969 0.0459 -0.5636 1.75 2.73 1.81
C -0.7819 -0.4936 -0.6860 -1.73 -1.67 -0.56
N -0.2931 -1.4604 0.4070 -3.75 -1.36 0.75
C 0.0045 -0.0521 0.4458 2.45 -2.07 -0.29
C 1.5344 0.0691 0.4387 -1.21 3.72 0.05
S 2.3826 -0.9239 -0.7271 -0.08 -3.46 2.31
C 1.6848 1.5976 0.0184 -0.78 0.72 1.07
O 0.6797 2.1968 -0.4535 4.94 -1.46 1.60
H -2.3801 0.9215 -1.2160 0.36 -0.07 -0.36
H -3.2784 -0.4455 -0.7767 1.34 -0.58 0.71
H -2.2058 0.6985 0.4955 -1.22 -2.27 -2.46
H -0.3262 -0.7404 -1.6832 -0.64 0.53 1.11
H -1.1235 -1.9005 0.9945 2.07 1.83 -1.43
H -0.4665 0.6737 1.0139 -0.74 0.94 1.61
H 1.9761 -0.1282 1.4576 -0.55 0.64 -0.95
H 2.0434 -2.0468 0.3786 0.99 1.88 -3.14
H 2.8470 1.9883 0.4561 -3.20 -0.05 -1.83
```
Forces are in eV/Å.

=====

Entry 10:
DFT (ωB97M-V/def2-TZVPD) results for an isolated molecule of C5H9NOS2 at a distorted geometry.

As for the SMILES: CCSO[C@@H](C)N=C=S. The electronic energy is -30536.8780 eV. Its energy relative to the best compared isomer or geometry (same formula, charge and spin) is 23.0 kcal per mole. As for the charge: 0. Its lowest unoccupied orbital energy is 0.7 eV. For the highest occupied orbital energy, the calculation gives -0.3160 Ha.

Structure (XYZ):
```
18
Properties=species:S:1:pos:R:3:forces:R:3
C -0.6191 2.1636 -0.0675 1.55 1.22 1.16
C -1.8046 1.4106 0.4627 -1.50 -1.81 0.09
S -1.7055 -0.3695 -0.1149 -1.10 0.86 0.10
O -0.6931 -1.1181 0.9506 0.15 -0.71 0.32
C 0.5446 -1.5691 0.3840 -0.77 -0.49 0.73
C 0.4160 -2.2812 -0.9748 0.91 0.64 0.45
N 1.3417 -0.4521 0.2360 2.49 2.45 -0.28
C 2.2969 0.2564 0.3363 -1.78 -1.51 -0.17
S 3.5106 1.2308 0.4133 0.69 0.60 0.06
H 0.1576 2.3227 0.7454 -0.48 -0.57 -1.16
H -0.1925 1.6180 -0.9783 -0.55 1.22 1.30
H -0.9682 3.2069 -0.2468 0.47 -0.65 -0.49
H -2.6392 1.7800 -0.2158 0.28 -0.81 1.27
H -2.1239 1.3646 1.6103 0.92 0.61 -2.61
H 1.0377 -2.1633 1.1781 -0.72 -0.18 -0.36
H 1.1718 -3.0407 -0.9457 0.69 -0.47 -0.21
H 0.7852 -1.4938 -1.7072 -1.41 -1.40 0.23
H -0.5161 -2.8659 -1.0658 0.16 0.98 -0.43
```
Forces are in eV/Å.

=====

Q: electronic energy of number 2 (C5H9NO4)?
A: -15008.2359 eV

=====

Q: The lowest electronic energy belongs to which entry?
A: C5H9NOS2